A molecular structure, C4H8N2O, computed with wB97M-V/def2-TZVPD.

Results
Total charge = 0
ΔE to the lowest compared entry with this formula, charge and spin = 39.5 kcal/mol
Kohn-Sham gap = 10.69 eV
F_max = 0.504 eV Å⁻¹
Lowest unoccupied orbital energy = 0.94 eV
Total energy = -341.94072 Eh

Geometry as XYZ:
```
15
C4H8N2O wB97M-V/def2-TZVPD
O -0.49260 1.11180 -1.04913
N 1.60887 1.93500 -0.26184
N 1.12522 -0.96755 0.96471
C -0.76043 -0.28465 -0.68544
C 0.74425 -0.45824 -0.32674
C -1.75006 -0.37171 0.45142
C 0.77375 1.03869 -0.54042
H 1.47019 -0.21593 1.55247
H -2.09600 -1.40149 0.58493
H 1.23895 2.85743 -0.49554
H 1.86382 -1.65508 0.88921
H -1.08999 -0.83180 -1.57362
H 1.27036 -0.96977 -1.14043
H -1.29065 -0.05079 1.39133
H -2.61568 0.26409 0.23910
```

2 unconnected molecules or ions with the total composition C4H8N2O, computed with wB97M-V/def2-TZVPD.

Results
Total charge = 0
ΔE to the lowest compared entry with this formula, charge and spin = 72.7 kcal/mol
Kohn-Sham gap = 9.07 eV
F_max = 0.595 eV Å⁻¹
SMILES = N=C=CN.CC=O
Lowest unoccupied orbital energy = 0.89 eV
Total energy = -341.88773 Eh

Geometry as XYZ:
```
15
C4H8N2O wB97M-V/def2-TZVPD
O 0.59767 -1.89099 -0.85664
N -0.99991 -0.79112 1.55763
N -1.76638 1.97781 -0.43182
C -1.21038 0.67400 -0.50265
C -1.19690 -0.16915 0.51060
C 2.06587 -0.47954 0.40899
C 1.33433 -0.93026 -0.82658
H 2.75495 -1.27494 0.71049
H -0.79527 0.36438 -1.45735
H 1.35038 -0.34686 1.22846
H -1.64275 -1.56802 1.71043
H 2.61864 0.44657 0.23224
H -2.56397 2.08604 -1.04728
H 1.49870 -0.32539 -1.74722
H -2.04498 2.22746 0.51069
```

C4H8N2O in the gas phase, computed with wB97M-V/def2-TZVPD.

Results
Total charge = 0
ΔE to the lowest compared entry with this formula, charge and spin = 39.7 kcal/mol
Kohn-Sham gap = 10.36 eV
F_max = 1.035 eV Å⁻¹
SMILES = C[C@@]1(C(N)=O)CN1
Lowest unoccupied orbital energy = 0.94 eV
Total energy = -341.94040 Eh

Geometry as XYZ:
```
15
C4H8N2O wB97M-V/def2-TZVPD
O 1.55101 -1.45088 -0.82029
N -0.36227 1.45144 0.03076
N 2.11131 0.34173 0.51393
C 1.24959 -0.41945 -0.24846
C -0.22190 0.01283 -0.15520
C -1.04513 -1.05222 0.53399
C -0.90367 0.85479 -1.18176
H -0.39428 -1.47563 1.30398
H 1.72373 0.68061 1.38728
H -1.22662 -1.84400 -0.19949
H -1.98961 0.73316 -1.24114
H -0.46976 1.16277 -2.13076
H -1.99586 -0.72363 0.97809
H -1.08232 1.74694 0.67683
H 3.05579 -0.01847 0.55223
```

C4H8N2O in the gas phase, computed with wB97M-V/def2-TZVPD.

Results
Total charge = 0
ΔE to the lowest compared entry with this formula, charge and spin = 55.8 kcal/mol
Kohn-Sham gap = 10.01 eV
F_max = 1.079 eV Å⁻¹
SMILES = [H]/N=C(\NC)[C@@H]1CO1
Lowest unoccupied orbital energy = 0.92 eV
Total energy = -341.91473 Eh

Geometry as XYZ:
```
15
C4H8N2O wB97M-V/def2-TZVPD
O 1.45481 -0.12491 -1.77967
N -0.87912 0.10700 -0.46211
N 0.14169 -0.75736 1.51721
C 0.14355 -0.38351 0.29613
C 1.45122 -0.49134 -0.42208
C -2.24544 0.09245 -0.00379
C 2.16556 0.71243 -0.79865
H -2.58022 -0.91219 0.28203
H -0.77884 -0.65190 1.93740
H 3.24866 0.76312 -0.93728
H 2.05083 -1.31972 -0.10491
H -2.89511 0.45116 -0.80075
H 1.71687 1.63727 -0.44923
H -2.39288 0.75392 0.85601
H -0.68044 0.14940 -1.44903
```

2 unconnected molecules or ions with the total composition C4H8N2O, computed with wB97M-V/def2-TZVPD.

Results
Total charge = 0
ΔE to the lowest compared entry with this formula, charge and spin = 101.1 kcal/mol
Kohn-Sham gap = 8.44 eV
F_max = 5.183 eV Å⁻¹
Lowest unoccupied orbital energy = 0.67 eV
Total energy = -341.84249 Eh

Geometry as XYZ:
```
15
C4H8N2O wB97M-V/def2-TZVPD
O -2.32304 -1.41314 0.20511
N 1.47585 -0.39979 -0.22068
N -1.63586 1.99963 0.00989
C -1.64710 0.90762 0.32420
C 1.72677 1.09260 -0.18196
C -1.40475 -0.43183 0.58411
C 0.27856 -0.75597 -0.76588
H 1.54493 1.42560 -1.27036
H 0.15931 -1.79365 -0.68664
H -0.02265 -0.22792 -1.63246
H 0.88088 1.46202 0.41300
H 2.68608 1.34254 0.17913
H 1.99639 -0.97024 0.32132
H -2.67399 -1.71130 1.05178
H -1.04139 -0.52617 1.66944
```

2 unconnected molecules or ions with the total composition C4H8N2O, computed with wB97M-V/def2-TZVPD.

Results
Total charge = 0
ΔE to the lowest compared entry with this formula, charge and spin = 66.7 kcal/mol
Kohn-Sham gap = 9.38 eV
F_max = 1.573 eV Å⁻¹
SMILES = CC(=O)C#N.CN
Lowest unoccupied orbital energy = 0.25 eV
Total energy = -341.89739 Eh

Geometry as XYZ:
```
15
C4H8N2O wB97M-V/def2-TZVPD
O -1.78485 1.04234 0.20643
N 0.85919 0.92903 -0.34231
N 0.71906 -0.94533 1.69525
C -0.09860 -0.45247 1.03242
C -1.40606 -0.08152 0.43253
C 2.19142 0.79743 -0.86060
C -2.18978 -1.32748 0.24261
H -3.07420 -1.13104 -0.35744
H 2.57528 -0.18472 -0.55579
H -2.45093 -1.65425 1.25521
H 0.94725 1.08883 0.65854
H 2.18244 0.87216 -1.94837
H -1.53562 -2.08883 -0.19254
H 0.22912 1.55665 -0.81873
H 2.83628 1.57921 -0.44720
```

C4H8N2O in the gas phase, computed with wB97M-V/def2-TZVPD.

Results
Total charge = 0
ΔE to the lowest compared entry with this formula, charge and spin = 79.9 kcal/mol
Kohn-Sham gap = 8.75 eV
F_max = 0.378 eV Å⁻¹
Lowest unoccupied orbital energy = 0.92 eV
Total energy = -341.87624 Eh

Geometry as XYZ:
```
15
C4H8N2O wB97M-V/def2-TZVPD
O 1.93315 1.00121 1.86773
N 2.14533 0.46066 -0.37429
N 0.07610 0.39126 0.65529
C -0.38934 -0.51895 -0.56824
C -0.69579 0.91783 -0.50492
C 1.50303 0.64724 0.79346
C -1.55429 -1.44749 -0.24948
H -2.54657 -0.98306 -0.37662
H -1.52251 -1.86565 0.76527
H -1.67829 1.28364 -0.18096
H 3.15201 0.45349 -0.33955
H -0.13824 1.63407 -1.10920
H -0.37430 0.49155 1.56562
H -1.53502 -2.30875 -0.92976
H 1.62473 -0.15705 -1.01434
```

A molecular structure, C4H8N2O, computed with wB97M-V/def2-TZVPD.

Results
Total charge = 0
ΔE to the lowest compared entry with this formula, charge and spin = 126.0 kcal/mol
Kohn-Sham gap = 8.70 eV
F_max = 4.557 eV Å⁻¹
Lowest unoccupied orbital energy = 0.48 eV
Total energy = -341.80279 Eh

Geometry as XYZ:
```
15
C4H8N2O wB97M-V/def2-TZVPD
O 1.02118 0.81927 -0.17543
N -2.21912 0.37773 0.99020
N -0.91172 0.00741 1.01349
C 1.47887 -0.32107 0.47769
C -0.25328 0.19183 -0.14639
C 2.68384 -0.87097 0.24955
C -0.88807 0.26231 -1.50740
H 3.39803 -0.40010 -0.41706
H -1.41073 -0.67498 -1.70786
H -0.13945 0.41087 -2.28823
H -2.34705 1.38735 1.07903
H 0.89110 -0.47435 1.46536
H 3.00647 -1.75083 0.79183
H -1.58358 1.10079 -1.57774
H -2.72650 -0.06526 1.75295
```

C4H8N2O in the gas phase, computed with wB97M-V/def2-TZVPD.

Results
Total charge = 0
ΔE to the lowest compared entry with this formula, charge and spin = 36.0 kcal/mol
Kohn-Sham gap = 10.83 eV
F_max = 1.089 eV Å⁻¹
SMILES = N#C[C@@H](N)CCO
Lowest unoccupied orbital energy = 0.79 eV
Total energy = -341.94625 Eh

Geometry as XYZ:
```
15
C4H8N2O wB97M-V/def2-TZVPD
O 1.99331 -0.00236 0.90235
N -2.09383 -0.74844 0.02627
N -1.11316 2.51268 0.15374
C 1.58553 0.15980 -0.44859
C -1.00022 1.36325 0.21538
C -0.82082 -0.09669 0.33383
C 0.26656 -0.57184 -0.64077
H -2.04258 -1.72085 0.31450
H 2.41160 0.81274 1.19764
H -0.45541 -0.26635 1.35827
H 1.45171 1.22230 -0.69769
H 2.34244 -0.25335 -1.13144
H -0.10015 -0.44331 -1.66450
H -2.84547 -0.32243 0.56072
H 0.42047 -1.64516 -0.47972
```

C4H8N2O in the gas phase, computed with wB97M-V/def2-TZVPD.

Results
Total charge = 0
ΔE to the lowest compared entry with this formula, charge and spin = 125.9 kcal/mol
Kohn-Sham gap = 9.32 eV
F_max = 3.397 eV Å⁻¹
SMILES = C1C[C@H]2NNO[C@@H]12
Lowest unoccupied orbital energy = 1.02 eV
Total energy = -341.80294 Eh

Geometry as XYZ:
```
15
C4H8N2O wB97M-V/def2-TZVPD
O 1.08798 0.67621 1.48829
N 1.92821 -0.12995 0.59834
N 1.17437 -1.31414 0.26784
C -0.61030 1.24907 -0.34953
C -0.19810 -0.84890 0.14127
C -0.21835 0.55689 0.97372
C -0.48079 -0.07752 -1.15461
H -1.25791 -0.47204 -1.72554
H -1.52632 1.68322 -0.21255
H 2.81271 -0.19638 1.11557
H 0.23909 -0.20946 -1.88439
H -1.06150 0.50203 1.68180
H -0.91439 -1.64743 0.19211
H -0.05572 2.15374 -0.78958
H 1.40177 -1.93895 0.98610
```

Which value of Kohn-Sham gap does entry 5 give?
8.44 eV

Which value of Kohn-Sham gap does entry 5 give?
8.44 eV

Number 7 is which compound?
C4H8N2O